1.
{"formula": "C8H13FNO", "method": "wB97M-V/def2-TZVPD", "elements": ["C", "C", "H", "H", "C", "H", "H", "F", "H", "H", "H", "C", "C", "H", "H", "H", "O", "H", "C", "N", "C", "H", "C", "H"], "xyz": [[2.497, 0.063, 1.089], [-2.122, -0.140, -0.009], [1.663, -2.217, -0.267], [-3.040, 0.937, 1.794], [-0.845, 0.521, 0.057], [3.246, 0.922, 1.121], [2.959, 1.442, -1.474], [-2.077, -1.462, -0.407], [1.172, 1.137, 0.075], [-3.429, 1.636, -0.487], [3.028, -0.788, 0.998], [-3.240, 0.202, 1.048], [2.439, 0.378, -1.358], [1.699, 0.355, -2.275], [0.000, -2.552, -0.108], [-4.214, 0.090, -0.862], [-0.420, 1.621, 0.227], [1.796, 0.246, 1.940], [0.534, -0.587, -0.126], [1.731, 0.285, -0.106], [0.706, -1.870, -0.285], [-3.818, -0.488, 1.512], [-3.372, 0.601, -0.383], [3.106, -0.332, -1.713]], "forces_ev_per_angstrom": [[0.1, 5.0, 1.5], [-2.3, -0.3, 0.6], [2.7, -1.1, -0.4], [0.7, 0.8, 0.0], [4.1, -3.3, -0.4], [-0.7, -1.1, 0.1], [-1.0, -2.3, 0.6], [0.3, 0.9, 0.2], [0.6, 1.0, -0.4], [0.7, 1.6, -0.7], [1.4, -3.1, 0.4], [2.3, 1.9, -1.3], [-1.2, 4.6, -4.0], [0.9, 0.3, 2.1], [-2.9, -2.4, 0.0], [0.9, -0.2, -0.4], [-1.2, 0.9, 0.2], [0.9, -0.9, -0.4], [-2.0, 1.5, -0.4], [-2.4, -0.4, -0.3], [0.1, 2.4, 0.7], [-1.4, -2.9, 0.5], [-1.8, -1.2, 1.1], [1.5, -1.9, 0.7]], "e_above_lowest_kj_mol": 106.5, "smiles": "C=C(C(=O)C1(F)CC1)[NH+](C)C", "charge": 1, "fmax_ha_per_bohr": 0.1211, "orbital_gap_ev": 10.602}



2.
{"formula": "C4H31NO11S", "method": "wB97M-V/def2-TZVPD", "elements": ["O", "H", "H", "H", "C", "S", "H", "H", "H", "O", "C", "H", "H", "N", "H", "C", "H", "H", "O", "O", "H", "H", "H", "H", "O", "H", "H", "H", "C", "O", "H", "O", "H", "H", "H", "H", "O", "H", "H", "H", "H", "H", "O", "O", "H", "H", "H", "O"], "xyz": [[-0.602, 2.509, 2.198], [0.649, -2.363, -2.331], [0.671, 0.779, 2.130], [-1.786, 0.425, -2.099], [-0.314, -1.446, 0.583], [0.293, -3.366, 2.404], [-0.201, -3.028, -4.565], [3.267, -0.109, 2.237], [-0.598, 2.279, -0.809], [1.988, 2.896, 0.592], [-0.327, -2.941, 0.740], [-1.781, 0.393, 3.062], [1.820, -1.902, -1.436], [1.396, 0.052, -0.468], [0.213, 2.684, 1.735], [1.336, -0.079, 2.021], [-0.818, -0.674, -2.128], [2.092, 0.725, -0.212], [2.834, -0.471, -4.595], [-3.281, 0.510, -0.867], [1.254, -0.686, 2.919], [0.658, 0.649, -0.824], [-0.763, -1.013, 1.484], [-0.839, -1.014, -0.260], [-0.459, -2.424, -3.872], [-2.709, 2.648, 1.324], [-0.639, -1.530, -4.181], [-3.993, 0.343, -1.496], [1.144, -0.795, 0.679], [1.428, -2.674, -1.856], [-2.688, 3.353, 0.008], [-0.893, 3.135, -0.481], [-1.328, -3.371, 0.709], [-1.505, 0.397, 4.584], [-3.421, 1.449, -0.593], [-0.064, 3.549, -0.213], [-1.081, 0.411, 3.721], [2.589, 0.277, -4.035], [0.280, -3.500, 0.045], [-0.428, -4.482, 2.613], [2.306, -1.162, -4.171], [1.817, -1.661, 0.630], [-0.961, 0.180, -2.561], [2.649, 0.595, 2.020], [-0.659, 1.993, 3.003], [2.088, 2.125, 1.178], [2.629, 3.549, 0.888], [-3.263, 2.786, 0.547]], "forces_ev_per_angstrom": [[-1.9, 1.0, -0.6], [0.1, -0.1, -0.3], [-0.2, -0.7, -0.2], [-0.2, 0.3, -0.1], [1.4, 1.4, 1.4], [0.1, -0.1, 0.5], [0.1, 0.3, -0.4], [0.4, 0.3, -0.1], [-0.3, -0.1, -0.1], [-0.5, 0.1, 0.0], [-0.5, -0.9, 0.3], [-0.2, -0.2, 0.0], [-0.1, 0.3, -0.1], [0.6, 0.3, -0.2], [0.5, -0.2, 0.5], [0.8, 1.2, -0.5], [0.3, 0.0, -0.3], [0.9, 0.1, -0.1], [-0.5, 0.0, 0.5], [-0.1, 0.3, -0.6], [-0.1, -0.3, -0.2], [-0.6, -0.6, 0.2], [-0.7, -0.2, -0.2], [-0.1, -0.4, -0.2], [-0.3, 0.1, 0.9], [0.2, -0.1, 0.0], [0.0, -0.1, -0.5], [0.0, -0.2, 0.1], [-1.6, -1.1, 0.0], [0.3, -0.3, 0.1], [0.0, -0.2, 0.2], [0.7, 0.2, -0.5], [-0.1, 0.3, -0.2], [-0.1, -0.1, 0.0], [0.2, -0.5, 0.5], [0.0, 0.1, 0.0], [0.0, 0.0, 0.3], [0.2, 0.2, -0.2], [0.2, 0.3, -0.5], [0.1, 0.1, -0.1], [0.2, -0.3, -0.2], [0.3, 0.3, 0.1], [-0.3, -0.2, 0.4], [-0.6, -1.0, 0.3], [1.2, -0.2, 0.3], [0.6, 0.2, 0.0], [0.1, -0.1, 0.1], [-0.5, 0.5, -0.1]], "e_above_lowest_kj_mol": 2.1, "smiles": "N[C@@H](CO)CCS.O.O.O.O.O.O.O.O.O.O", "fmax_ha_per_bohr": 0.0472, "orbital_gap_ev": 9.227}



3.
{"formula": "C17H17BHfN8O6", "method": "wB97M-V/def2-TZVPD", "elements": ["H", "H", "C", "N", "O", "H", "O", "N", "C", "H", "N", "C", "N", "H", "C", "H", "N", "C", "B", "C", "H", "H", "H", "O", "C", "C", "O", "O", "H", "C", "N", "H", "C", "C", "C", "N", "C", "Hf", "N", "H", "C", "C", "H", "H", "H", "H", "O", "C", "C", "H"], "xyz": [[5.432, 3.065, -1.240], [1.696, 2.659, 2.504], [-1.448, 3.195, -2.939], [2.748, 1.654, -2.477], [0.579, -1.192, 1.047], [2.012, 1.464, -4.620], [-0.786, -5.121, 4.188], [0.302, 1.836, -3.117], [1.724, -1.363, -4.183], [-4.005, -3.021, 4.840], [2.555, 1.450, -1.108], [1.133, -2.263, -2.220], [-1.839, -4.513, 4.462], [1.682, -3.554, -3.923], [-1.241, -2.750, 2.818], [4.234, 2.553, -3.660], [1.095, -0.901, -2.084], [-2.765, -0.879, 2.468], [1.667, 1.180, -3.505], [-0.408, 2.762, -3.771], [0.924, -2.907, -1.374], [0.601, 1.598, 3.456], [-0.076, 3.092, -4.746], [-2.653, -4.920, 5.320], [-1.549, -1.520, 2.215], [3.634, 2.018, -0.472], [-5.159, 0.335, 3.201], [-5.610, -1.251, 4.652], [0.005, 2.386, 1.964], [-1.315, 2.497, -1.739], [-4.872, -0.740, 3.773], [-1.882, 2.582, -0.821], [-3.642, -1.419, 3.434], [3.911, 2.298, -2.665], [1.519, -2.572, -3.516], [1.445, -0.364, -3.338], [-3.328, -2.621, 4.088], [0.821, 0.419, -0.427], [-0.239, 1.658, -1.838], [-2.163, 3.960, -3.169], [0.885, 1.920, 2.443], [4.504, 2.552, -1.427], [3.709, 1.998, 0.603], [1.250, 1.012, 1.873], [2.111, -1.158, -5.179], [-3.027, 0.029, 1.931], [-1.054, 0.247, 0.666], [-2.136, -3.288, 3.774], [-0.648, -0.823, 1.281], [-0.331, -3.280, 2.558]], "forces_ev_per_angstrom": [[0.0, 0.0, 0.0], [-0.2, -0.3, 0.0], [0.2, -0.2, 0.3], [0.0, -0.1, 0.8], [-0.6, 0.7, -0.7], [-0.2, -0.1, 0.3], [-1.8, 1.6, 0.0], [0.0, 0.3, 0.8], [-0.1, 0.3, 0.8], [0.1, 0.0, -0.2], [1.3, 0.9, -0.2], [0.3, 0.6, -0.7], [0.5, -3.4, 2.0], [-0.1, -0.1, 0.0], [-0.4, -0.4, 0.8], [0.0, 0.0, -0.1], [0.2, 0.0, -1.0], [-1.0, -0.1, 0.9], [-0.3, -0.2, 0.0], [0.0, -0.3, 1.0], [0.0, 0.1, -0.2], [0.2, -0.1, -0.5], [-0.2, -0.1, 0.0], [1.5, 1.3, -2.0], [-0.2, -0.1, -0.2], [0.0, 0.0, -1.5], [1.2, -2.2, 0.7], [2.1, 0.8, -2.1], [0.4, -0.3, 0.2], [0.7, 0.1, -1.1], [-3.5, 1.5, 1.3], [0.0, -0.2, -0.2], [1.8, -0.7, -0.8], [-0.7, -0.3, 0.7], [0.0, -0.3, 0.3], [0.3, -0.2, 0.8], [0.1, 0.3, -0.2], [-1.1, -1.0, 0.0], [-0.1, 0.4, -0.6], [-0.2, 0.0, 0.0], [0.0, 0.3, -0.5], [-0.6, -0.3, 0.6], [0.1, 0.0, 0.0], [-0.1, 0.5, 0.6], [-0.3, -0.1, 0.3], [0.0, -0.2, 0.3], [0.9, -0.6, -0.1], [-0.1, 2.0, -1.4], [-0.2, 0.0, 0.1], [-0.1, 0.0, 0.2]], "e_above_lowest_kj_mol": 0.0, "charge": 2, "fmax_ha_per_bohr": 0.0788, "orbital_gap_ev": 7.971}